1:
This record from the OMol25 dataset describes a 2-piece molecular cluster, C5H14 overall. The level of theory is ωB97M-V/def2-TZVPD.

Output
⟨S²⟩ = 0.75
Net charge = +1
2S+1 = 2

CARTESIAN COORDINATES (ANGSTROEM)
C -0.561 1.192 -1.309
C 2.108 -0.918 1.580
C -1.816 1.996 -1.147
C -0.657 -0.249 -1.578
C 0.870 -1.672 2.078
H 2.171 -0.811 0.502
H 0.266 -0.815 -1.598
H -2.087 1.725 -0.080
H 0.159 1.496 -0.553
H 2.962 -1.461 1.973
H 2.187 0.017 2.147
H -2.673 1.743 -1.776
H 0.661 -1.469 3.121
H -0.342 1.683 -2.346
H 0.974 -2.750 1.926
H -1.104 -0.567 -2.542
H -1.689 3.067 -1.011
H -1.389 -0.759 -0.909
H -0.042 -1.448 1.521

Taken from the natural (NBO) analysis, the atomic charges in e are: C -0.31; C -0.62; C -0.56; C -0.66; C -0.60; H 0.19; H 0.28; H 0.37; H 0.27; H 0.23; H 0.21; H 0.26; H 0.22; H 0.45; H 0.21; H 0.28; H 0.29; H 0.33; H 0.17

---

2:
This record from the OMol25 dataset describes a 2-piece molecular cluster, C5H14 overall. The level of theory is ωB97M-V/def2-TZVPD.

Output
⟨S²⟩ = 0.75
Net charge = +1
2S+1 = 2

CARTESIAN COORDINATES (ANGSTROEM)
C -2.152 1.800 2.116
C 1.000 -1.108 -1.396
C 1.876 0.023 -1.691
C 1.265 -1.909 -0.194
C -1.737 1.032 0.879
H -1.280 0.048 1.098
H -0.075 -0.763 -1.426
H 2.254 0.559 -0.820
H 1.462 0.731 -2.414
H -2.927 1.240 2.655
H 1.828 -1.415 0.599
H -2.516 2.790 1.835
H -1.380 1.949 2.878
H -0.935 1.551 0.336
H 0.318 -2.354 0.153
H 2.773 -0.272 -2.298
H 1.889 -2.833 -0.338
H 0.928 -1.911 -2.199
H -2.591 0.841 0.229

Taken from the natural (NBO) analysis, the atomic charges in e are: C -0.61; C -0.38; C -0.63; C -0.61; C -0.61; H 0.17; H 0.40; H 0.28; H 0.27; H 0.22; H 0.28; H 0.22; H 0.21; H 0.19; H 0.30; H 0.34; H 0.35; H 0.39; H 0.22

---

Ranking the structures above by stability puts 2 first and 1 last.